A 2-piece molecular cluster, C5H11O2 overall. Source: OMol25; level of theory: ωB97M-V with the def2-TZVPD basis set.

Geometry as ORCA input:
```
! RIJCOSX wB97M-V def2-TZVPD def2/J DEFGRID3
* xyz -1 1
O 1.39058 1.42621 -0.45314
O 3.36515 -0.21151 -0.84964
C -0.83558 1.13661 0.46110
C -1.05321 -2.18362 0.88611
C 0.14301 0.96791 -0.74504
C -1.99278 0.12931 0.63817
C -1.72920 -1.28386 0.18757
H -1.28406 2.12806 0.46517
H -2.25670 0.06861 1.69406
H -2.90508 0.48525 0.16096
H 2.64983 0.52332 -0.81445
H 0.11903 -0.10142 -0.99484
H -2.10202 -1.62111 -0.77541
H -0.19616 1.09329 1.34813
H -0.61336 -1.94885 1.85198
H -0.87281 -3.17724 0.49675
H -0.32195 1.51653 -1.59422
H 3.08398 -0.78263 -0.12761
*
```

Computed properties:
Maximum force, eV Å⁻¹: 0.71
Frontier orbital gap, eV: 6.93
DFT total energy, Ha: -347.56565
Highest occupied orbital energy, eV: -3.033
Energy relative to the best compared isomer or geometry (same formula, charge and spin), kJ/mol: 220.6

---

A 4-piece molecular cluster, C68H70F2NO15P2 overall. Source: OMol25; level of theory: ωB97M-V with the def2-TZVPD basis set.

Geometry as ORCA input:
```
! RIJCOSX wB97M-V def2-TZVPD def2/J DEFGRID3
* xyz -1 1
P 1.59904 1.35052 5.77398
P -1.77568 3.86203 6.33285
F -6.24896 6.37996 2.75223
F -4.54853 7.74740 8.57657
O 0.83172 0.05195 6.41184
O -5.34401 7.51900 4.41621
O -4.50835 3.53921 4.48011
O 11.53541 1.21890 -13.46402
O 10.80846 -1.27238 -8.78833
O 5.07809 -4.82243 -11.64469
O -13.45102 -2.55996 6.41007
O 2.41431 2.02057 6.80979
O 6.08387 -3.09698 -6.68521
O -3.44730 4.02989 6.82746
O 2.65250 0.85828 4.59278
O 0.91216 -3.36042 1.14542
O -1.79978 5.50092 5.77276
O 2.01068 -7.22991 -2.37604
O -3.25313 6.29836 9.57711
N -4.29459 5.63334 3.66249
C 10.27775 -1.17484 -11.07871
C 9.05186 -5.27417 -8.66312
C 6.87825 -4.25418 -8.57229
C 0.05020 3.71835 5.72558
C -10.54236 2.83844 5.74134
C 3.14410 -3.20488 -10.43228
C 5.31477 -4.40794 -10.52723
C 2.21293 -2.42715 -9.76435
C 10.44693 -0.50935 -12.29488
C 9.45907 -2.29527 -11.00997
C -6.60968 4.73806 6.26790
C 6.60345 -4.72772 -9.85687
C 13.19186 2.16070 -8.85136
C 12.39099 1.03292 -8.78128
C 0.28301 2.38095 5.00646
C -0.52714 4.76387 9.04522
C 3.03127 -2.34465 -2.31289
C 4.33078 -3.56150 -9.80225
C 5.86600 -3.46270 -7.82182
C 1.78552 -6.35488 -1.56370
C 4.58536 -3.12598 -8.49984
C 2.22562 -4.95528 -1.80953
C -12.46823 -0.97894 4.84506
C -4.31947 4.67947 4.76914
C 8.10662 -4.52568 -7.98078
C 11.34578 0.67152 -12.39640
C 13.41081 2.78720 -10.07440
C 2.67258 0.29944 2.19993
C 0.67533 -7.96664 -0.03267
C -0.20170 -7.27077 2.09767
C 1.18851 -4.24214 0.35919
C 2.03049 0.05748 3.58595
C 1.92235 -3.94007 -0.89946
C 1.06957 -6.65980 -0.29544
C -5.43321 5.52877 6.83489
C 11.79743 0.53038 -9.93330
C 1.72710 -1.04106 6.73447
C -2.55265 7.08533 7.37988
C -12.48483 1.56388 4.76079
C -12.84172 0.25779 4.00673
C 10.95100 -0.68978 -9.84444
C -11.04627 2.05206 4.50287
C -7.86226 4.92507 7.17797
C 0.04095 -8.27036 1.16043
C -5.30570 6.59293 3.68493
C 3.64138 -2.35678 -7.82951
C -2.97213 6.23528 6.12464
C 0.17482 -5.96437 1.83393
C 9.77413 -0.95418 -13.42742
C 12.81790 2.29372 -11.22469
C -12.83826 -2.82696 7.65216
C -9.31802 3.73214 5.37972
C -4.05262 5.14948 6.28323
C -13.37544 -1.16990 6.06932
C 3.34965 -3.35897 -3.21084
C 8.76970 -5.76402 -9.93512
C 2.94421 -4.65976 -2.96229
C 1.19287 -1.64321 8.04066
C -1.05696 4.30425 8.05777
C -3.41829 6.94472 8.61322
C 8.94649 -2.06265 -13.34943
C 8.79661 -2.73811 -12.14183
C 2.31971 -2.63336 -1.16027
C 2.45849 -2.00882 -8.46027
C 12.00260 1.16996 -11.15762
C -9.14995 4.95498 6.31189
C 7.54854 -5.49193 -10.53058
C 0.80606 -5.65313 0.63544
H -0.01794 -5.18553 2.55906
H -3.05968 6.95601 5.31486
H -10.93539 2.62193 3.57742
H -6.41419 3.66861 6.18486
H 3.60481 0.85368 2.30664
H 10.01065 -5.47727 -8.20464
H -0.68717 -7.51228 3.03415
H 14.04226 3.66444 -10.12795
H 7.33250 -5.86987 -11.52103
H 12.22303 0.54388 -7.83157
H -8.44860 3.06953 5.38296
H -1.82854 2.50706 6.83912
H -5.40720 5.33298 7.91610
H -2.07565 3.25506 5.05539
H 13.64887 2.55330 -7.95244
H 2.07770 -1.84268 -0.46310
H -10.03754 5.13601 6.92850
H 2.74404 -0.65861 6.84635
H -4.23151 5.14887 2.77631
H -11.80323 -2.45946 7.65404
H 1.66907 -1.74771 5.90143
H 9.33741 -2.81751 -10.07020
H 1.29187 -2.14673 -10.25822
H -13.92421 0.25198 3.82381
H -12.56014 1.34818 5.83321
H -12.97230 -0.65551 6.94733
H 8.32337 -4.14752 -6.99127
H -12.82823 -3.90697 7.80631
H -0.08944 5.23705 9.89146
H 2.82783 -0.65435 1.68938
H 1.94654 0.85411 1.60113
H 8.15706 -3.60610 -12.08334
H 3.18877 -5.44761 -3.66149
H 1.72651 -1.40721 -7.93759
H 0.29759 4.52245 5.02507
H -13.19519 2.37048 4.55662
H 9.50706 -6.35426 -10.46368
H -12.49293 -1.85734 4.19647
H 3.91454 -3.13214 -4.10671
H 8.41760 -2.40361 -14.22994
H 2.95189 -3.53305 -11.44451
H 3.34306 -1.32759 -2.51199
H -12.35626 0.22137 3.02726
H 0.70380 3.85902 6.58585
H 1.43336 -2.70283 8.14480
H 0.86888 -8.74351 -0.75949
H -7.91902 4.16006 7.95451
H -2.58423 8.14786 7.10846
H -7.78423 5.93029 7.60904
H -1.52515 6.86490 7.65602
H -6.92309 5.09028 5.27559
H -10.38959 1.17655 4.40977
H 1.58029 -1.04422 8.86635
H -14.38885 -0.80119 5.87094
H -10.17280 2.08341 6.44275
H -9.42508 4.10155 4.35442
H 0.10541 -1.53654 8.05977
H 12.98371 2.78242 -12.17489
H 0.95757 0.26698 3.48984
H -0.26190 -9.28907 1.36505
H -9.04191 5.84839 5.68360
H 3.83056 -2.02566 -6.81772
H -11.32605 3.45623 6.18541
H -5.56578 6.61003 6.74567
H 0.58192 2.49890 3.95717
H 2.09634 -1.00079 3.86457
H -0.62443 1.75648 4.97706
H 9.89599 -0.43106 -14.36594
H -11.44760 -0.82587 5.21624
H -13.36620 -2.36413 8.49702
*
```

Computed properties:
Maximum force, eV Å⁻¹: 2.84
Frontier orbital gap, eV: 4.57
DFT total energy, Ha: -4699.10040
Highest occupied orbital energy, eV: -4.985
Energy relative to the best compared isomer or geometry (same formula, charge and spin), kJ/mol: 146.4

---

Question: Which of these has the highest energy relative to the best compared isomer or geometry (same formula, charge and spin)?
Answer: C5H11O2

---

Question: Number 2 is which compound?
Answer: C68H70F2NO15P2

---

Question: Among the records above, which one has the highest frontier orbital gap?
Answer: C5H11O2

---

Question: The lowest highest occupied orbital energy belongs to which entry?
Answer: C68H70F2NO15P2